{"formula": "C12H20N", "method": "ωB97M-V/def2-TZVPD", "symbols": ["N", "C", "C", "C", "C", "C", "C", "C", "C", "C", "C", "C", "C", "H", "H", "H", "H", "H", "H", "H", "H", "H", "H", "H", "H", "H", "H", "H", "H", "H", "H", "H", "H"], "coordinates": [[-0.043, -1.200, 0.647], [0.527, 2.585, -1.439], [-1.598, -2.477, 1.885], [2.105, 0.185, -0.616], [0.914, 0.728, 0.068], [-1.333, 1.911, 0.076], [-1.250, -3.610, 1.166], [1.146, 1.205, 1.450], [0.317, -2.275, -0.032], [-0.959, -1.282, 1.597], [-0.165, 1.376, -0.757], [-0.725, 0.467, -1.858], [-0.260, -3.513, 0.199], [2.645, -0.523, 0.009], [0.057, -4.370, -0.370], [-1.738, -4.553, 1.354], [1.262, 2.263, -2.170], [-1.016, 2.687, 0.767], [-2.076, 2.346, -0.587], [-1.437, 1.027, -2.457], [1.918, 0.628, 1.951], [-2.352, -2.512, 2.655], [1.006, 3.230, -0.708], [1.892, -0.255, -1.585], [1.084, -2.156, -0.780], [-1.822, 1.113, 0.629], [0.244, 1.210, 2.054], [2.790, 1.021, -0.785], [0.050, 0.102, -2.526], [-1.247, -0.384, -1.428], [1.485, 2.242, 1.402], [-0.230, 3.169, -1.958], [-1.193, -0.384, 2.149]], "forces_ev_per_a": [[1.0, 1.6, -0.5], [0.1, -0.1, 0.1], [0.1, 0.0, -0.1], [0.2, -0.3, -0.1], [-0.6, -0.8, 0.4], [0.2, -0.1, 0.0], [0.1, 0.1, 0.0], [0.0, -0.1, 0.3], [-0.1, -0.6, -0.1], [-0.4, -0.3, 0.3], [-0.4, 0.1, -0.2], [0.1, -0.1, 0.2], [0.0, 0.2, 0.0], [0.0, 0.0, 0.1], [0.0, -0.1, -0.1], [0.0, -0.1, 0.1], [0.1, 0.0, -0.1], [0.0, 0.1, 0.1], [0.0, 0.0, -0.1], [0.0, 0.1, -0.1], [0.0, 0.0, 0.0], [-0.1, 0.0, 0.1], [0.1, 0.1, 0.0], [0.0, 0.0, -0.1], [0.1, 0.0, -0.1], [-0.1, 0.0, 0.1], [-0.1, 0.0, 0.0], [0.0, 0.1, 0.0], [0.1, -0.1, -0.1], [-0.1, -0.1, 0.0], [0.0, 0.1, -0.1], [-0.1, 0.0, 0.0], [0.0, 0.1, 0.0]], "mulliken_charge": [0.0538, -1.7848, -0.9164, -2.0738, 1.5024, -1.7087, -0.1542, -1.7243, 0.0522, 0.0218, 2.0447, -1.6911, -0.8568, 0.5544, 0.4234, 0.4185, 0.4197, 0.3838, 0.4831, 0.4913, 0.4171, 0.4131, 0.3937, 0.4048, 0.3513, 0.3254, 0.4398, 0.4255, 0.3373, 0.3695, 0.3593, 0.4749, 0.3495], "homo_energy_ha": -0.506, "charge": 1, "lumo_energy_ev": -3.795, "homo_lumo_gap_ev": 9.98}